124
Properties=species:S:1:pos:R:3:forces:R:3 method="wB97M-V/def2-TZVPD" de_lowest_kj_mol=24.75 spin_multiplicity=1 total_charge=+1
W 0.398906 0.213695 -0.247501 -0.6 -0.6 0.5
I 1.083849 -1.883439 -2.087481 0.0 0.1 -0.2
Cl 8.169998 1.810423 -3.227872 0.0 0.0 0.0
P -0.858953 -2.074128 0.603674 -0.2 -0.1 -0.1
P -0.869390 1.118341 -2.319754 -0.3 -0.1 -0.3
O -2.445372 -0.038946 -0.711723 0.0 0.0 0.0
O -3.503331 6.022746 2.312134 0.0 0.0 0.0
O 0.890522 2.323315 0.379961 0.2 -0.2 0.1
O -4.583928 0.256859 -0.093394 0.0 0.0 0.0
O 2.523270 -0.070349 -0.060036 0.5 -0.2 -0.3
O 1.731661 1.168262 -1.580438 0.2 0.1 0.0
O -5.230033 4.797357 1.912095 0.0 0.0 0.0
O 0.974919 4.068988 1.586197 -0.1 0.2 0.2
O -0.773898 0.597870 1.267630 0.2 0.2 -0.4
O 1.303340 -1.021511 4.325067 0.0 -0.1 0.1
N 0.364204 3.107544 1.202835 0.0 0.2 0.1
N -4.036890 4.970607 2.024464 0.0 0.0 0.0
N 1.474213 -0.330768 2.196327 -0.3 0.0 0.2
C -1.555640 1.665793 1.235542 -0.1 0.1 0.1
C -1.180744 -2.272971 -3.091224 1.5 -0.1 0.6
C 3.422064 1.109239 2.992792 0.1 0.0 0.1
C -0.128914 -5.253699 3.109215 0.0 0.0 0.0
C -4.235616 3.470227 -1.989659 0.0 0.0 0.0
C 1.903717 0.823804 3.039640 -0.1 0.0 0.0
C 5.218031 0.265719 -1.066878 0.0 0.0 0.0
C 4.247563 1.868623 -2.605470 0.0 0.0 0.0
C -2.485678 -3.840370 -2.889210 0.0 -0.1 -0.3
C 1.250048 -1.288668 3.005417 0.2 0.1 -0.3
C -4.795807 -1.693071 2.998517 0.0 0.0 0.0
C 6.600531 1.472551 -2.591853 0.1 0.0 0.0
C 4.245487 -0.166769 2.850489 0.0 0.0 0.0
C 1.007912 1.022614 -4.393253 0.0 0.0 0.1
C 1.466074 -3.593276 3.709886 0.0 0.0 0.0
C -3.617419 -1.127541 3.464221 0.0 0.0 0.0
C -2.910681 1.576085 0.936045 -0.1 0.1 0.0
C -2.165644 -0.685472 -6.309073 0.0 0.0 0.1
C -1.306295 -3.274524 -0.723116 0.1 0.1 0.0
C 5.502538 2.144220 -3.113608 0.0 -0.1 0.0
C -1.639220 -1.582663 -5.375195 -0.2 0.3 0.0
C -3.388645 0.474956 -0.000046 0.0 0.0 0.0
C -3.402226 2.383905 -2.200090 0.0 0.0 0.0
C -1.845773 -5.594476 -1.380259 -0.2 -0.1 -0.2
C -2.033923 2.480902 -1.949038 0.1 0.1 0.0
C -1.291822 -2.900819 -5.881845 0.0 -0.2 0.0
C -1.533718 3.675928 -1.433486 0.0 0.0 0.0
C -1.084497 -4.597377 -0.644244 0.1 0.1 0.2
C -1.794329 4.013639 1.860640 -0.3 -0.2 0.0
C 1.830118 1.489437 -5.399754 0.0 0.0 0.0
C 0.262379 1.898366 -3.594309 0.1 0.0 0.0
C 0.991910 -4.881587 3.836479 0.0 0.0 0.0
C -0.989050 -3.906412 -5.069428 0.0 0.1 -0.1
C 4.108360 0.933747 -1.581865 0.0 0.0 0.0
C -2.453194 -1.232792 2.723233 0.1 0.0 0.0
C 2.781193 0.666317 -1.052153 0.0 0.1 0.1
C -2.452300 -1.892383 1.492958 0.0 -0.1 0.0
C -1.075755 -3.657751 -3.629716 -0.6 -0.3 0.3
C -4.795645 -2.380072 1.796601 0.0 0.0 0.0
C -3.157357 3.819576 1.768567 0.1 0.1 0.0
C -2.635555 -5.224551 -2.385792 0.0 0.0 0.1
C -1.492200 -1.198416 -4.014599 -0.5 0.4 -0.3
C 1.449336 0.401347 4.438210 0.0 0.0 0.0
C -3.717311 2.652921 1.254661 0.1 -0.1 0.0
C 0.359875 3.258124 -3.859401 0.0 0.0 0.0
C -2.252984 1.004464 -4.633550 0.0 0.0 -0.1
C 3.820509 2.181140 1.987043 0.0 0.0 0.0
C -0.087333 -3.137560 1.903298 0.1 0.1 0.1
C -1.013780 2.912195 1.551192 0.3 0.1 -0.1
C 0.913333 -2.708267 2.778663 0.0 -0.1 0.0
C -3.719776 4.671426 -1.521652 0.0 0.0 0.0
C -0.663347 -4.386142 2.176877 -0.1 0.0 0.1
C -2.047370 -2.702806 -1.900272 -0.4 0.1 -0.2
C -3.630580 -2.484529 1.051338 0.0 0.0 -0.1
C -1.722843 0.158797 -3.669152 0.1 -0.2 0.0
C 6.473956 0.533318 -1.574447 0.0 0.0 0.0
C 1.190627 3.730922 -4.873240 0.0 0.0 0.0
C -2.529828 0.581811 -5.925869 0.0 0.0 0.0
C -2.367893 4.767224 -1.230173 0.0 0.0 0.0
C 1.929566 2.855081 -5.644208 0.0 0.0 0.0
H -1.956496 5.691497 -0.843999 0.0 0.0 0.0
H -4.371140 5.521962 -1.367920 0.0 0.0 0.0
H -2.390480 2.052861 -4.414375 0.0 0.0 0.0
H -3.665141 -3.031629 0.119364 0.0 0.0 0.0
H -2.766468 -1.928856 -1.641319 -0.1 -0.1 0.1
H -0.764141 -4.899859 -5.431214 0.1 0.0 0.0
H 2.244717 -3.236930 4.368278 0.0 0.0 0.0
H 3.374006 2.372387 -2.999697 0.0 0.0 0.0
H -0.385264 -4.237190 -3.024737 0.0 -0.1 -0.1
H -5.706941 -1.604588 3.574623 0.0 0.0 0.0
H 7.350136 0.027945 -1.195270 0.0 0.0 0.0
H -1.573847 -4.675951 1.674202 0.0 0.0 0.1
H 4.060202 -0.643677 1.887490 0.0 0.0 0.0
H 2.566311 3.225743 -6.436475 0.0 0.0 0.0
H -4.778110 2.600216 1.051769 0.0 0.0 0.0
H -1.369500 4.978720 2.090678 0.0 0.0 0.0
H -0.418300 -4.983322 0.110700 0.0 0.0 -0.1
H -1.324434 -3.027348 -6.956098 0.0 0.0 0.0
H -3.830335 1.453688 -2.546389 0.0 0.0 0.0
H 1.439940 -5.559814 4.549220 0.0 0.0 0.0
H -1.538945 -0.808391 3.118594 0.0 0.0 0.0
H -0.220780 3.981774 -3.311923 0.0 0.0 0.0
H -5.706487 -2.829593 1.425760 0.0 0.0 0.0
H 3.298003 3.118466 2.181168 0.0 0.0 0.0
H -3.315135 -5.898811 -2.888378 0.0 -0.1 0.0
H 1.241249 4.796065 -5.058764 0.0 0.0 0.0
H 5.638502 2.868187 -3.903793 0.0 0.0 0.0
H 1.365969 1.713191 2.731909 0.0 0.0 0.0
H 0.481918 0.816819 4.727638 0.0 0.0 0.0
H -0.478205 3.772289 -1.206172 0.0 0.0 0.0
H -2.286692 -1.013346 -7.332862 0.0 0.0 0.0
H 2.394114 0.787024 -5.999976 0.0 0.0 0.0
H -5.294856 3.370175 -2.186349 0.0 0.0 0.0
H 3.648032 1.529632 3.979703 0.0 0.0 0.0
H -1.819580 -6.611531 -1.013290 0.0 0.0 0.0
H -3.600703 -0.610739 4.415212 0.0 0.0 0.0
H 3.612211 1.890766 0.962138 0.0 0.0 0.0
H 0.949402 -0.043231 -4.223639 0.0 0.0 0.0
H -3.296528 -3.506561 -3.532752 0.0 0.0 0.0
H 2.182683 0.601842 5.216162 0.0 0.0 0.0
H 5.308246 0.063887 2.929758 0.0 0.0 0.0
H -0.601695 -6.211963 3.277094 0.0 0.0 0.0
H -2.958166 1.277952 -6.634149 0.0 0.0 0.0
H 5.091511 -0.459940 -0.275035 0.0 0.0 0.0
H 4.009939 -0.890048 3.634872 0.0 0.0 0.0
H 4.891545 2.377400 2.060682 0.0 0.0 0.0